Formula: C29H25BrF3NO4PdS2
Source: OMol25
Level of theory: ωB97M-V/def2-TZVPD

The geometry in XYZ format:
```
66
Properties=species:S:1:pos:R:3:lowdin_charge:R:1
Pd 0.69994 -0.78261 0.21592 0.325
Br -2.77664 -0.86849 1.73724 0.704
S 2.05557 -2.30586 -1.28103 0.818
S -1.72429 -2.13257 -2.49887 0.410
F 5.65594 2.86360 7.49563 0.107
F 5.90739 0.81067 8.11884 0.106
F 7.24075 1.65232 6.65568 0.107
O -3.16466 -1.94138 -2.61442 -0.356
O -1.02761 -2.39814 -3.75266 -0.364
O 3.17597 -2.97726 -0.53576 -0.563
O -1.05847 -1.13610 -1.66454 -0.398
N -0.90773 0.99603 0.91374 -0.001
C -1.55939 -3.65260 -1.58333 -0.265
C 3.25585 2.08983 -1.67792 -0.124
C -1.07985 -4.87122 0.42781 -0.035
C -1.15841 -7.39193 0.51794 -0.073
C -2.89585 0.98390 -0.41704 -0.125
C 3.28860 0.28505 3.90318 -0.275
C -0.46299 2.02255 0.17519 -0.112
C 2.42649 -0.17041 2.88284 -0.189
C 1.69230 -0.64612 2.01032 -0.099
C -1.69867 -6.05305 -1.55507 -0.067
C -2.09705 0.53483 0.62688 -0.765
C 3.98418 1.22294 -0.86012 -0.101
C 2.44246 -2.68679 -3.05182 -0.218
C 2.46248 -0.55524 -1.38212 -0.480
C -1.32614 -6.07927 -0.20954 -0.293
C 3.03558 1.47042 4.62195 -0.039
C -2.41876 2.03757 -1.16187 -0.042
C 3.60283 -0.09786 -0.72227 -0.100
C -1.19312 -3.65940 -0.24944 -0.078
C -1.81023 -4.85576 -2.24072 -0.065
C -1.17700 2.59536 -0.86427 -0.266
C 1.73840 0.29134 -2.22871 -0.109
C 5.02748 1.19055 5.94572 -0.174
C 3.88419 1.91191 5.62088 -0.042
C -0.62851 3.76024 -1.64226 -0.068
C 5.30673 0.01548 5.24714 -0.043
C 5.93934 1.62751 7.03378 -0.581
C 2.14723 1.61501 -2.36534 -0.117
C 4.46137 -0.42594 4.25133 -0.032
H -1.13652 -7.24137 1.59788 0.066
H -1.97338 -8.08192 0.28668 0.065
H -2.08087 -4.83477 -3.28836 0.107
H 1.58769 2.27651 -3.01401 0.082
H 4.84614 1.58929 -0.31411 0.092
H 6.19832 -0.55212 5.49008 0.111
H 3.03017 -3.60218 -3.00573 0.033
H -0.22315 -7.88249 0.23522 0.073
H 4.67993 -1.33520 3.70693 0.112
H -3.82747 0.48819 -0.64704 0.098
H -2.99895 2.41273 -1.99874 0.113
H -1.89220 -6.98838 -2.07240 0.098
H -1.34615 4.58439 -1.67566 0.069
H 3.55912 3.12609 -1.77993 0.082
H 2.14793 2.03596 4.37085 0.108
H 0.29567 4.12634 -1.19466 0.071
H 3.65850 2.82607 6.15454 0.105
H 3.01156 -1.87764 -3.50781 0.040
H -0.96921 -2.72504 0.25623 0.039
H 1.50058 -2.84006 -3.58668 0.025
H -0.77032 -4.86457 1.46763 0.112
H 4.13198 -0.79004 -0.08022 0.100
H -0.40521 3.47686 -2.67215 0.066
H 0.52749 2.38386 0.43755 0.114
H 0.87755 -0.08942 -2.76835 0.097
```

As for the charge: -2. The value obtained for the energy above the lowest of the compared OMol25 structures with the same formula, charge and spin is 0.000 eV. For the lowest unoccupied orbital energy, the calculation gives 4.45 eV. The value obtained for the HOMO-LUMO gap is 5.0 eV.

Formula: C29H26AlGeN3O2S2
Source: OMol25
Level of theory: ωB97M-V/def2-TZVPD

The geometry in XYZ format:
```
64
Properties=species:S:1:pos:R:3:lowdin_charge:R:1
Ge 0.54948 -0.25627 1.19353 0.769
S -2.83029 0.30879 -0.91219 0.607
S -3.82427 -2.23596 -2.03607 0.759
Al -0.52275 1.35992 -1.52782 -0.033
O -1.21864 3.50668 -0.34147 -0.197
O -2.21934 3.81803 -2.36825 -0.007
N -1.74283 -0.98680 -3.02502 -0.062
N 0.84707 2.00044 -3.04701 0.050
N -0.84326 0.05510 -3.01227 -0.086
C -0.99378 0.06580 2.43041 -0.257
C 1.43904 -4.41137 0.53219 -0.123
C 1.66383 3.04018 -2.99988 -0.137
C -3.14394 0.67838 4.13723 -0.132
C 2.75346 2.38267 -5.02241 -0.129
C 2.62748 3.29912 -3.95388 -0.109
C 0.23862 -4.90007 0.03806 -0.129
C -2.85547 -0.63952 3.82148 -0.115
C 1.92616 1.29950 -5.08817 -0.064
C -0.84773 -4.04432 -0.09317 -0.101
C 2.10285 -0.85839 3.71139 -0.122
C 0.00670 0.06139 -4.03240 -0.095
C 0.94480 1.10945 -4.08437 -0.264
C -1.90775 4.61524 0.20803 -0.115
C -0.72784 -2.71167 0.26982 -0.119
C 0.46941 -2.20237 0.78293 -0.251
C -2.64046 -0.91174 -2.10666 -1.153
C 4.29591 -0.00753 4.21020 -0.141
C -1.52385 3.11543 -1.67580 -0.445
C 0.78455 0.95620 -0.20797 -0.247
C 3.19421 0.58328 2.15227 -0.121
C -1.30747 1.38761 2.75786 -0.107
C -3.27469 -3.27919 -3.40310 -0.449
C -1.79132 -0.94035 2.97935 -0.114
C 2.08159 -0.18742 2.49110 -0.271
C 1.54827 -3.07410 0.90145 -0.113
C 3.19614 -0.77610 4.56713 -0.127
C 4.29008 0.67443 2.99932 -0.120
C -2.36531 1.69410 3.60256 -0.112
H -1.19787 5.23605 0.76138 0.075
H 3.51009 2.53793 -5.78630 0.084
H -3.98103 0.91493 4.78542 0.082
H 3.15728 1.10789 1.20338 0.063
H -0.04441 -0.72266 -4.77870 0.106
H -2.37679 5.21214 -0.58033 0.069
H -1.58575 -1.96870 2.73895 0.083
H -0.72403 2.18496 2.31366 0.096
H -3.46868 -1.43773 4.22430 0.086
H 2.29540 -5.07220 0.62924 0.084
H 5.14644 1.28134 2.71963 0.085
H 2.00400 0.57880 -5.89413 0.095
H -3.91983 -4.15812 -3.40539 0.012
H 5.15207 0.06180 4.87343 0.080
H 0.15133 -5.94262 -0.25136 0.082
H 1.53925 3.68581 -2.13950 0.113
H 3.19087 -1.30930 5.51329 0.083
H -2.68223 4.26468 0.89657 0.079
H -1.57106 -2.05166 0.15159 0.056
H 2.49100 -2.70531 1.29181 0.090
H -2.59415 2.72951 3.83151 0.087
H 3.27256 4.16217 -3.86605 0.074
H -2.23769 -3.56975 -3.25627 0.019
H -3.35998 -2.74579 -4.34662 0.020
H -1.79200 -4.40770 -0.48347 0.086
H 1.24654 -1.45508 4.00559 0.094
```

As for the charge: -2. For the lowest unoccupied orbital energy (alpha / beta), the calculation gives 4.49 / 4.49 eV. The value obtained for the HOMO-LUMO gap (alpha / beta) is 5.1 / 4.5 eV.

Formula: C29H26BCl7N11O3Ta
Source: OMol25
Level of theory: ωB97M-V/def2-TZVPD

The geometry in XYZ format:
```
78
Properties=species:S:1:pos:R:3:lowdin_charge:R:1
Ta -1.10235 0.01662 0.56417 1.602
Cl -4.07239 -2.33446 4.47251 0.738
Cl -3.21346 -1.23555 7.29752 0.720
Cl -2.40455 -1.50740 1.95771 0.879
Cl -0.26212 2.17765 0.25625 0.747
Cl -5.10434 1.49740 -1.84637 0.711
Cl -0.70396 0.61705 7.49802 0.742
Cl 0.93058 1.33228 4.92996 0.794
O -2.60146 1.62187 2.31460 -0.015
O -0.19680 0.17197 2.47005 -0.327
O -1.65102 3.20058 3.63014 0.138
N 3.60257 -1.39938 -1.98687 0.141
N -0.68308 2.34728 1.69796 -0.162
N 2.33815 -1.93128 -2.03635 0.005
N -1.00421 -1.90319 -0.62405 -0.058
N 1.89821 -1.66012 0.45562 0.022
N 1.27681 1.50617 0.27166 -0.224
N 0.13255 -2.53827 -1.00502 0.008
N -2.43514 0.67411 -0.58665 -0.134
N 0.99525 0.32299 -1.73164 0.066
N 0.98396 -1.91354 1.46921 0.102
N 2.05017 0.83109 -0.81788 -0.078
C -2.30429 -0.84433 5.89893 -0.694
C 2.99146 -1.73794 -4.13464 0.007
C -1.53043 -3.80646 -1.69314 0.020
C 2.92989 -1.15741 2.33360 0.025
C -0.05278 0.99267 -3.81368 0.012
C -3.91412 3.93002 -1.71400 -0.081
C -2.68698 -1.33949 4.65899 -0.682
C -0.45201 0.31543 4.84338 -0.639
C -3.80651 2.57571 -1.45743 -0.599
C -0.80122 -0.18597 3.58282 -0.546
C 0.92164 1.17669 -2.70266 -0.356
C 5.34420 -0.73708 -3.56733 -0.020
C -1.63664 2.93176 -0.53783 -0.342
C 1.94503 2.18150 -2.65379 0.010
C 3.08041 -1.19113 0.98942 -0.050
C -0.16847 -3.68923 -1.62478 -0.033
C 1.60152 -1.62910 2.58451 -0.313
C -2.03354 -2.66010 -1.06933 -0.310
C -1.18140 -0.01280 5.98049 -0.667
C -1.92550 -1.00176 3.55682 -0.547
C -1.73461 2.44445 2.71235 -0.750
C 1.96350 -2.13332 -3.34619 -0.059
C -3.49398 -2.35724 -0.96015 -0.046
C 0.98491 -1.88733 3.91517 -0.011
C 2.63945 1.91835 -1.56688 -0.038
C -2.65074 2.03078 -0.89702 -0.384
C -1.70275 4.26190 -0.84715 -0.065
C 3.99971 -1.28317 -3.22921 -0.330
C -2.84914 4.77715 -1.42327 -0.054
B 1.51483 -2.01391 -0.86554 -0.481
H 0.61308 -4.35222 -1.96105 0.147
H -2.92245 5.83140 -1.64979 0.115
H 0.29620 3.41905 0.00648 0.118
H 3.51284 2.39112 -1.14408 0.133
H 3.89469 -0.93196 0.33745 0.107
H -0.84272 4.88139 -0.58466 0.118
H 5.88686 -0.48368 -2.65977 0.080
H 1.52740 -2.69479 4.40930 0.114
H 2.11850 2.94583 -3.39433 0.127
H -4.82676 4.32471 -2.13729 0.114
H -3.93654 -2.90938 -0.12848 0.085
H -3.98229 -2.70129 -1.87040 0.096
H 5.25190 0.15501 -4.18811 0.082
H 0.45390 0.51088 -4.65226 0.093
H -0.05720 -2.18380 3.81068 0.084
H -2.10225 -4.60692 -2.12789 0.124
H 1.05301 -1.00724 4.55613 0.039
H 0.99162 -2.52126 -3.59904 0.121
H 5.92234 -1.46930 -4.13130 0.087
H -0.42541 1.95812 -4.15507 0.096
H 1.91154 1.50108 1.11742 0.148
H -3.69527 -1.30096 -0.83756 0.028
H 3.64773 -0.83057 3.06665 0.119
H -0.88625 0.36990 -3.49144 0.086
H -0.21349 1.71190 -0.98481 0.028
H 3.04422 -1.76956 -5.20975 0.114
```

As for the charge: +1. The value obtained for the energy above the lowest of the compared OMol25 structures with the same formula, charge and spin is 23.244 eV. For the lowest unoccupied orbital energy (alpha / beta), the calculation gives -4.01 / -4.63 eV. As for the expectation value of S²: 0.765. As for the spin multiplicity: 2. The value obtained for the HOMO-LUMO gap (alpha / beta) is 6.4 / 5.8 eV.

The records above yield total energy values of -5273.6582, -4551.1444, -5251.1883 Eh, respectively.
The records above yield max |F| values of 0.01205, 0.01948, 0.13572 Eh/bohr, respectively.